Record 1
C34H78N4O20 | ωB97M-V/def2-TZVPD

Properties
Structure (SMILES)   C[N+](=O)[O-].C[N+](=O)[O-].C[N+](=O)[O-].C[N+](=O)[O-].c1ccccc1.COCCOC.COCCOC.COCCOC.COCCOC.COCCOC.COCCOC
HOMO level   -8.71 eV

Bonds (Å) are listed after each position.
Cartesian coordinates (Å):
1 C -4.467 -2.358 0.007  N2 1.497, H5 1.090, H6 1.089, H7 1.090
2 N -4.942 -3.213 -1.126  C1 1.497, O3 1.205, O4 1.280
3 O -5.162 -4.368 -0.864  N2 1.205
4 O -5.195 -2.605 -2.223  N2 1.280
5 H -3.478 -2.691 0.319  C1 1.090
6 H -5.335 -2.333 0.665  C1 1.089
7 H -4.351 -1.374 -0.449  C1 1.090
8 C -2.878 1.518 -4.259  N9 1.516, H12 1.089, H13 1.090, H14 1.089
9 N -2.688 0.467 -3.182  C8 1.516, O10 1.229, O11 1.187
10 O -1.739 -0.296 -3.346  N9 1.229
11 O -3.511 0.493 -2.326  N9 1.187
12 H -1.945 1.948 -4.620  C8 1.089
13 H -3.287 2.256 -3.569  C8 1.090
14 H -3.639 1.154 -4.948  C8 1.089
15 C -2.123 -3.752 -3.170  N16 1.473, H19 1.090, H20 1.090, H21 1.089
16 N -0.944 -4.444 -2.619  C15 1.473, O17 1.222, O18 1.279
17 O 0.174 -4.103 -2.973  N16 1.222
18 O -1.131 -5.287 -1.675  N16 1.279
19 H -2.522 -3.228 -2.302  C15 1.090
20 H -2.850 -4.471 -3.546  C15 1.090
21 H -1.755 -3.092 -3.954  C15 1.089
22 C 3.306 -4.132 -3.277  N23 1.474, H26 1.089, H27 1.090, H28 1.090
23 N 3.461 -4.626 -1.897  C22 1.474, O24 1.220, O25 1.176
24 O 2.995 -3.888 -1.046  N23 1.220
25 O 3.944 -5.678 -1.687  N23 1.176
26 H 2.399 -3.529 -3.297  C22 1.089
27 H 3.166 -4.949 -3.983  C22 1.090
28 H 4.266 -3.669 -3.504  C22 1.090
29 C 3.903 1.505 -4.558  C30 1.403, C34 1.362, H35 1.080
30 C 2.564 1.680 -4.940  C29 1.403, C31 1.416, H36 1.080
31 C 1.601 0.739 -4.503  C30 1.416, C32 1.384, H37 1.080
32 C 2.022 -0.436 -3.905  C31 1.384, C33 1.366, H38 1.081
33 C 3.308 -0.578 -3.464  C32 1.366, C34 1.436, H39 1.080
34 C 4.278 0.416 -3.830  C29 1.362, C33 1.436, H40 1.080
35 H 4.683 2.184 -4.872  C29 1.080
36 H 2.344 2.548 -5.544  C30 1.080
37 H 0.547 0.855 -4.711  C31 1.080
38 H 1.204 -1.061 -3.576  C32 1.081
39 H 3.617 -1.441 -2.893  C33 1.080
40 H 5.296 0.330 -3.481  C34 1.080
41 C 5.330 1.904 1.985  O42 1.391, H47 1.090, H48 1.090, H49 1.091
42 O 5.888 2.066 0.721  C41 1.391, C43 1.360
43 C 6.568 1.018 0.184  O42 1.360, C44 1.515, H50 1.091, H51 1.092
44 C 7.403 1.318 -1.044  C43 1.515, O45 1.477, H52 1.091, H53 1.090
45 O 8.535 2.210 -0.721  C44 1.477, C46 1.383
46 C 8.209 3.553 -0.691  O45 1.383, H54 1.091, H55 1.090, H56 1.091
47 H 4.708 1.011 2.057  C41 1.090
48 H 4.706 2.752 2.270  C41 1.090
49 H 6.086 2.008 2.765  C41 1.091
50 H 5.865 0.184 0.218  C43 1.091
51 H 7.259 0.709 0.971  C43 1.092
52 H 6.807 1.849 -1.788  C44 1.091
53 H 7.818 0.437 -1.533  C44 1.090
54 H 9.173 4.048 -0.565  C46 1.091
55 H 7.670 3.905 0.189  C46 1.090
56 H 7.918 3.886 -1.688  C46 1.091
57 C -3.423 5.222 1.989  O58 1.372, H63 1.091, H64 1.090, H65 1.091
58 O -3.221 3.945 1.530  C57 1.372, C59 1.454
59 C -3.033 2.911 2.534  O58 1.454, C60 1.512, H66 1.091, H67 1.090
60 C -2.874 1.540 1.918  C59 1.512, O61 1.456, H68 1.089, H69 1.091
61 O -4.147 0.925 1.571  C60 1.456, C62 1.440
62 C -4.952 1.643 0.618  O61 1.440, H70 1.090, H71 1.090, H72 1.091
63 H -4.484 5.253 2.242  C57 1.091
64 H -3.194 5.997 1.257  C57 1.090
65 H -2.845 5.381 2.900  C57 1.091
66 H -3.906 2.930 3.188  C59 1.091
67 H -2.168 3.094 3.172  C59 1.090
68 H -2.365 0.797 2.532  C60 1.089
69 H -2.293 1.664 1.002  C60 1.091
70 H -5.881 1.107 0.424  C62 1.090
71 H -4.348 1.912 -0.249  C62 1.090
72 H -5.245 2.601 1.050  C62 1.091
73 C -3.604 6.663 -3.061  O74 1.380, H79 1.091, H80 1.091, H81 1.090
74 O -2.879 5.498 -3.211  C73 1.380, C75 1.447
75 C -2.167 5.153 -2.000  O74 1.447, C76 1.532, H82 1.091, H83 1.091
76 C -1.473 3.808 -2.240  C75 1.532, O77 1.367, H84 1.091, H85 1.091
77 O -0.423 3.750 -1.367  C76 1.367, C78 1.407
78 C 0.520 2.744 -1.646  O77 1.407, H86 1.091, H87 1.090, H88 1.091
79 H -2.903 7.459 -2.806  C73 1.091
80 H -4.203 6.595 -2.152  C73 1.091
81 H -4.245 7.015 -3.870  C73 1.090
82 H -2.800 5.246 -1.116  C75 1.091
83 H -1.492 5.950 -1.685  C75 1.091
84 H -1.065 3.795 -3.251  C76 1.091
85 H -2.199 3.013 -2.061  C76 1.091
86 H 0.152 1.719 -1.702  C78 1.091
87 H 1.201 2.832 -0.800  C78 1.090
88 H 1.016 2.882 -2.608  C78 1.091
89 C 1.047 1.869 2.725  O90 1.425, H95 1.091, H96 1.090, H97 1.090
90 O -0.119 1.852 3.544  C89 1.425, C91 1.457
91 C 0.151 1.646 4.961  O90 1.457, C92 1.571, H98 1.090, H99 1.090
92 C -1.155 1.087 5.631  C91 1.571, O93 1.427, H100 1.091, H101 1.090
93 O -2.204 2.055 5.658  C92 1.427, C94 1.471
94 C -2.036 3.307 6.411  O93 1.471, H102 1.089, H103 1.091, H104 1.091
95 H 1.593 2.759 3.041  C89 1.091
96 H 0.679 2.054 1.717  C89 1.090
97 H 1.619 0.941 2.748  C89 1.090
98 H 0.372 2.647 5.333  C91 1.090
99 H 0.957 0.931 5.125  C91 1.090
100 H -0.972 0.843 6.678  C92 1.091
101 H -1.559 0.185 5.172  C92 1.090
102 H -2.539 4.180 5.997  C94 1.089
103 H -1.033 3.572 6.745  C94 1.091
104 H -2.419 3.102 7.412  C94 1.091
105 C -0.286 -1.717 2.622  O106 1.396, H111 1.091, H112 1.090, H113 1.091
106 O -0.853 -2.451 1.578  C105 1.396, C107 1.435
107 C -0.231 -2.321 0.291  O106 1.435, C108 1.578, H114 1.091, H115 1.091
108 C -0.086 -0.874 -0.320  C107 1.578, O109 1.492, H116 1.090, H117 1.090
109 O 0.853 -0.008 0.452  C108 1.492, C110 1.419
110 C 2.242 -0.153 0.202  O109 1.419, H118 1.091, H119 1.090, H120 1.090
111 H 0.793 -1.564 2.569  C105 1.091
112 H -0.533 -2.239 3.546  C105 1.090
113 H -0.612 -0.678 2.558  C105 1.091
114 H -0.950 -2.857 -0.329  C107 1.091
115 H 0.703 -2.878 0.207  C107 1.091
116 H -1.089 -0.446 -0.331  C108 1.090
117 H 0.168 -0.854 -1.380  C108 1.090
118 H 2.483 -1.049 0.776  C110 1.091
119 H 2.819 0.668 0.628  C110 1.090
120 H 2.382 -0.248 -0.875  C110 1.090
121 C -2.996 -5.489 1.788  O122 1.385, H127 1.092, H128 1.090, H129 1.091
122 O -2.230 -6.363 2.540  C121 1.385, C123 1.373
123 C -1.064 -5.871 3.071  O122 1.373, C124 1.520, H130 1.090, H131 1.091
124 C 0.075 -6.152 2.104  C123 1.520, O125 1.431, H132 1.090, H133 1.091
125 O 0.424 -7.521 1.881  C124 1.431, C126 1.483
126 C -0.736 -8.369 1.513  O125 1.483, H134 1.091, H135 1.090, H136 1.090
127 H -3.148 -4.586 2.382  C121 1.092
128 H -3.974 -5.798 1.421  C121 1.090
129 H -2.451 -5.060 0.946  C121 1.091
130 H -1.006 -6.388 4.029  C123 1.090
131 H -1.154 -4.809 3.307  C123 1.091
132 H 0.986 -5.659 2.445  C124 1.090
133 H -0.120 -5.807 1.088  C124 1.091
134 H -0.487 -9.147 0.790  C126 1.091
135 H -1.436 -7.836 0.870  C126 1.090
136 H -1.005 -8.895 2.429  C126 1.090

---

Record 2
C34H79N3O10 | ωB97M-V/def2-TZVPD

Properties
Energy relative to the best compared isomer or geometry (same formula, charge and spin)   0.00 kJ/mol
Structure (SMILES)   CC1(C)CCCC(C)(C)N1O.CC1(C)CCCC(C)(C)N1O.CC1(C)CCCC(C)(C)N1O.OCCO.OCCO.OCCO.CO
HOMO level   -8.40 eV

Bonds (Å) are listed after each position.
Cartesian coordinates (Å):
1 C 13.516 7.964 6.680  C2 1.501, H12 1.063, H13 1.065, H14 1.085
2 C 12.427 8.648 7.453  C1 1.501, C3 1.517, C4 1.550, N10 1.446
3 C 11.128 8.558 6.674  C2 1.517, H15 1.098, H16 1.079, H17 1.117
4 C 12.207 7.995 8.842  C2 1.550, C5 1.536, H18 1.054, H19 1.068
5 C 13.368 8.207 9.825  C4 1.536, C6 1.582, H20 1.140, H21 1.129
6 C 13.678 9.753 9.967  C5 1.582, C7 1.494, H22 1.073, H23 1.073
7 C 13.781 10.442 8.645  C6 1.494, C8 1.576, C9 1.553, N10 1.502
8 C 13.794 12.014 8.765  C7 1.576, H24 1.114, H25 1.080, H26 1.088
9 C 15.149 10.188 7.955  C7 1.553, H27 1.084, H28 1.045, H29 1.092
10 N 12.646 10.048 7.743  C2 1.446, C7 1.502, O11 1.410
11 O 12.701 10.774 6.535  N10 1.410, H30 0.961
12 H 13.728 8.510 5.792  C1 1.063
13 H 14.379 7.789 7.280  C1 1.065
14 H 13.157 7.024 6.278  C1 1.085
15 H 11.167 9.038 5.687  C3 1.098
16 H 10.850 7.516 6.626  C3 1.079
17 H 10.361 9.163 7.215  C3 1.117
18 H 11.322 8.460 9.175  C4 1.054
19 H 11.963 6.971 8.661  C4 1.068
20 H 13.183 7.800 10.873  C5 1.140
21 H 14.225 7.561 9.475  C5 1.129
22 H 14.549 9.728 10.593  C6 1.073
23 H 12.815 10.087 10.511  C6 1.073
24 H 14.282 12.435 7.857  C8 1.114
25 H 14.386 12.176 9.654  C8 1.080
26 H 12.789 12.422 8.852  C8 1.088
27 H 15.041 10.274 6.879  C9 1.084
28 H 15.557 9.243 8.138  C9 1.045
29 H 15.931 10.935 8.110  C9 1.092
30 H 13.411 10.488 5.955  O11 0.961
31 C 8.611 8.730 10.448  C32 1.556, H42 1.101, H43 1.086, H44 1.094
32 C 8.505 9.697 11.662  C31 1.556, C33 1.579, C34 1.509, N40 1.542
33 C 8.690 11.152 11.080  C32 1.579, H45 1.043, H46 1.084, H47 1.074
34 C 7.243 9.648 12.487  C32 1.509, C35 1.501, H48 1.126, H49 1.091
35 C 7.043 8.412 13.316  C34 1.501, C36 1.523, H50 1.100, H51 1.115
36 C 8.279 8.178 14.174  C35 1.523, C37 1.536, H52 1.085, H53 1.051
37 C 9.639 8.326 13.477  C36 1.536, C38 1.541, C39 1.571, N40 1.473
38 C 10.672 8.488 14.609  C37 1.541, H54 1.103, H55 1.140, H56 1.137
39 C 9.929 7.052 12.606  C37 1.571, H57 1.025, H58 1.092, H59 1.067
40 N 9.645 9.573 12.694  C32 1.542, C37 1.473, O41 1.449
41 O 10.840 9.666 11.881  N40 1.449, H60 0.986
42 H 8.107 9.147 9.563  C31 1.101
43 H 9.671 8.641 10.230  C31 1.086
44 H 8.091 7.772 10.540  C31 1.094
45 H 9.357 11.242 10.283  C33 1.043
46 H 7.699 11.548 10.894  C33 1.084
47 H 9.048 11.682 11.944  C33 1.074
48 H 7.247 10.554 13.156  C34 1.126
49 H 6.416 9.814 11.796  C34 1.091
50 H 6.027 8.373 13.735  C35 1.100
51 H 7.103 7.593 12.561  C35 1.115
52 H 8.308 7.144 14.501  C36 1.085
53 H 8.279 8.757 15.052  C36 1.051
54 H 10.532 9.408 15.200  C38 1.103
55 H 11.729 8.574 14.191  C38 1.140
56 H 10.702 7.623 15.347  C38 1.137
57 H 10.577 7.381 11.883  C39 1.025
58 H 9.085 6.591 12.089  C39 1.092
59 H 10.460 6.346 13.205  C39 1.067
60 H 11.540 10.128 12.400  O41 0.986
61 C 9.373 16.110 12.111  C62 1.539, H72 1.090, H73 1.042, H74 1.156
62 C 10.260 16.945 11.170  C61 1.539, C63 1.564, C64 1.532, N70 1.495
63 C 9.476 17.482 9.928  C62 1.564, H75 1.076, H76 1.053, H77 1.099
64 C 10.832 18.120 11.968  C62 1.532, C65 1.561, H78 1.109, H79 1.135
65 C 12.038 18.847 11.294  C64 1.561, C66 1.470, H80 1.074, H81 1.091
66 C 13.082 17.874 10.942  C65 1.470, C67 1.577, H82 1.117, H83 1.097
67 C 12.590 16.653 10.074  C66 1.577, C68 1.565, C69 1.549, N70 1.482
68 C 12.325 17.154 8.615  C67 1.565, H84 1.138, H85 1.094, H86 1.072
69 C 13.648 15.526 9.979  C67 1.549, H87 1.084, H88 1.085, H89 1.065
70 N 11.397 16.076 10.738  C62 1.495, C67 1.482, O71 1.405
71 O 10.990 14.878 10.127  N70 1.405, H90 0.961
72 H 10.002 15.676 12.889  C61 1.090
73 H 8.752 16.718 12.686  C61 1.042
74 H 8.880 15.262 11.501  C61 1.156
75 H 8.509 17.799 10.279  C63 1.076
76 H 9.939 18.294 9.443  C63 1.053
77 H 9.269 16.673 9.215  C63 1.099
78 H 9.942 18.754 12.161  C64 1.109
79 H 11.300 17.747 12.933  C64 1.135
80 H 11.823 19.493 10.464  C65 1.074
81 H 12.341 19.585 12.038  C65 1.091
82 H 13.545 17.434 11.859  C66 1.117
83 H 13.918 18.199 10.310  C66 1.097
84 H 11.649 18.068 8.569  C68 1.138
85 H 11.974 16.367 7.941  C68 1.094
86 H 13.301 17.405 8.249  C68 1.072
87 H 14.528 16.000 9.558  C69 1.084
88 H 13.351 14.730 9.304  C69 1.085
89 H 13.921 15.115 10.922  C69 1.065
90 H 10.374 15.166 9.447  O71 0.961
91 O 17.090 13.616 11.499  C92 1.410, H95 0.970
92 C 16.759 12.276 11.788  O91 1.410, C93 1.527, H96 1.081, H97 1.108
93 C 16.506 11.990 13.266  C92 1.527, O94 1.474, H98 1.139, H99 1.102
94 O 15.285 12.550 13.871  C93 1.474, H100 0.992
95 H 16.471 14.231 11.922  O91 0.970
96 H 15.871 11.880 11.315  C92 1.081
97 H 17.551 11.532 11.571  C92 1.108
98 H 17.387 12.251 13.940  C93 1.139
99 H 16.322 10.905 13.323  C93 1.102
100 H 15.316 13.532 13.739  O94 0.992
101 O 10.435 12.407 6.473  C102 1.396, H105 0.928
102 C 9.664 12.103 7.597  O101 1.396, C103 1.526, H106 1.102, H107 1.109
103 C 8.760 13.315 7.800  C102 1.526, O104 1.437, H108 1.086, H109 1.077
104 O 9.477 14.557 7.714  C103 1.437, H110 0.974
105 H 11.221 11.920 6.404  O101 0.928
106 H 9.017 11.217 7.491  C102 1.102
107 H 10.316 11.973 8.484  C102 1.109
108 H 8.198 13.299 8.729  C103 1.086
109 H 8.035 13.290 7.004  C103 1.077
110 H 10.078 14.470 6.953  O104 0.974
111 O 12.922 15.032 13.029  C112 1.491, H115 0.992
112 C 12.357 13.693 13.360  O111 1.491, C113 1.543, H116 1.027, H117 1.102
113 C 12.728 12.599 12.337  C112 1.543, O114 1.392, H118 1.102, H119 1.099
114 O 12.928 11.389 12.995  C113 1.392, H120 1.003
115 H 12.359 15.401 12.300  O111 0.992
116 H 12.767 13.425 14.263  C112 1.027
117 H 11.261 13.802 13.406  C112 1.102
118 H 13.637 12.979 11.844  C113 1.102
119 H 11.931 12.383 11.610  C113 1.099
120 H 13.791 11.656 13.431  O114 1.003
121 C 16.402 16.440 13.551  O122 1.409, H123 1.060, H124 1.131, H125 1.060
122 O 15.649 15.290 13.242  C121 1.409, H126 1.029
123 H 17.412 16.120 13.599  C121 1.060
124 H 16.297 17.275 12.795  C121 1.131
125 H 16.095 16.696 14.533  C121 1.060
126 H 14.629 15.395 13.329  O122 1.029